C39H59EuF3N10O4S3 as an isolated structure, computed with the ωB97M-V functional and the def2-TZVPD basis.

Last column: Mulliken spin population.
Positions of all 119 atoms, in Å:
Eu1 1.0307 0.9924 -0.2365  6.96
S1 0.0950 -0.7102 2.8811  0.01
S2 -0.1411 2.6426 1.6696  -0.01
S3 -0.3001 -0.3147 -3.1681  0.01
F1 0.9752 -3.1287 0.6691  0.00
F2 -0.3506 -1.5446 -0.0134  0.01
F3 -0.4433 -3.5153 -0.9082  0.00
O1 1.9587 -0.9684 -0.9359  -0.01
O2 3.1412 8.7821 -1.9952  0.00
O3 1.8860 -2.7231 -2.3332  0.00
O4 2.2417 8.5532 -3.9306  0.00
N1 3.2023 0.6454 1.2705  -0.02
N2 3.3797 1.4348 -1.8209  -0.02
N3 -0.3508 -2.7565 -4.0824  0.00
N4 -2.0929 -0.7078 4.3007  0.00
N5 -1.1193 -2.7805 3.9914  0.00
N6 0.1753 3.1316 -1.7613  0.02
N7 2.1423 4.0450 -0.0802  0.01
N8 2.4757 8.1752 -2.8046  0.00
N9 -2.2189 -1.3530 -4.5464  0.00
N10 -1.4716 1.0316 0.0918  -0.02
C1 1.7825 4.8258 -1.1134  0.00
C2 3.3974 6.5172 -0.4768  0.00
C3 -1.5217 3.6526 -3.3875  0.00
C4 1.8943 6.8950 -2.4383  0.00
C5 1.5402 -2.0574 -1.3796  0.00
C6 3.8424 2.7446 -2.2954  0.00
C7 2.3745 6.1016 -1.3464  0.00
C8 0.8284 6.4861 -3.1827  0.00
C9 -1.1219 -1.4642 3.7556  0.00
C10 0.7101 4.3578 -1.9626  -0.01
C11 -0.3196 -3.7449 3.2682  0.00
C12 3.0389 1.3476 2.5576  0.02
C13 3.5082 -0.7537 1.6089  0.01
C14 -2.8538 2.5483 1.3507  0.00
C15 -2.5885 0.4968 -0.4167  0.00
C16 0.4084 -2.6096 -0.4274  0.01
C17 -4.2847 -1.8452 4.6390  0.00
C18 -3.9832 2.0081 0.7864  0.00
C19 -1.5948 2.0349 0.9965  0.01
C20 -6.3599 -3.2274 5.0900  0.00
C21 3.0260 4.5241 0.7722  0.00
C22 4.3328 1.2362 0.5185  0.01
C23 4.4142 0.8165 -0.9611  0.01
C24 -3.0716 -1.1513 5.2737  0.00
C25 -3.1191 -2.1510 -5.3569  0.00
C26 2.2540 -4.5950 4.8636  0.00
C27 -2.8198 -2.0788 -6.8542  0.00
C28 -5.1624 -2.5088 5.7000  0.00
C29 -1.4076 -4.9816 -3.7812  0.00
C30 0.1983 5.2421 -2.9445  0.00
C31 3.6980 5.7349 0.6093  0.00
C32 -0.9220 2.8214 -2.4362  0.00
C33 -0.6504 -4.0314 -4.7065  0.00
C34 3.1878 0.6228 -3.0377  0.01
C35 -3.8561 0.9397 -0.1062  0.00
C36 0.8070 -4.8473 5.2659  0.00
C37 -1.0179 -1.6142 -4.0044  0.00
C38 -0.1270 -5.0233 4.0723  0.00
C39 -0.9424 4.8613 -3.6731  0.00
H1 -4.9599 2.4021 1.0252  0.00
H2 -0.8740 -5.0983 -2.8421  0.00
H3 -3.1028 -3.1856 -5.0173  0.00
H4 -5.5164 -1.7554 6.4054  0.00
H5 -4.7230 0.4757 -0.5490  0.00
H6 4.4479 6.0492 1.3179  0.00
H7 2.9070 -4.6680 5.7293  0.00
H8 -2.5807 -1.8293 5.9806  0.00
H9 -0.8224 -3.9899 2.3253  0.00
H10 -3.4100 -0.2800 5.8370  0.00
H11 3.6813 -1.3460 0.7163  0.00
H12 -1.8810 -3.1730 4.5262  0.00
H13 2.3816 1.0532 -3.6326  0.00
H14 2.5870 -5.3308 4.1360  0.00
H15 -1.1968 -3.8829 -5.6374  0.00
H16 0.5148 -2.7725 -3.5430  0.00
H17 5.4161 1.0783 -1.3315  0.00
H18 0.4531 7.1379 -3.9598  0.00
H19 -1.3585 1.8528 -2.2230  0.00
H20 5.2816 0.9612 1.0075  0.00
H21 0.7703 -5.7523 5.8717  0.00
H22 -2.4234 3.3324 -3.8812  0.00
H23 -1.3516 5.5312 -4.4152  0.00
H24 3.0665 3.2001 -2.9112  0.00
H25 -6.9543 -3.6942 5.8711  0.00
H26 0.2723 -5.7932 3.4127  0.00
H27 4.3060 -0.2653 -1.0418  0.00
H28 -2.8978 3.3690 2.0488  0.00
H29 3.9151 7.4497 -0.6375  0.00
H30 -2.0335 0.2774 4.0962  0.00
H31 -2.4668 -0.3765 -4.4731  0.00
H32 2.6629 -1.1825 2.1468  0.00
H33 -1.0953 -5.3803 4.4286  0.00
H34 -1.8154 -2.4311 -7.0784  0.00
H35 -4.1265 -1.7643 -5.1786  0.00
H36 4.0684 3.4117 -1.4681  0.00
H37 -6.9904 -2.5299 4.5427  0.00
H38 0.4450 -4.0178 5.8758  0.00
H39 -3.5332 -2.7001 -7.3898  0.00
H40 4.7452 2.6424 -2.9146  0.00
H41 4.0948 0.5978 -3.6553  0.00
H42 -6.0326 -4.0083 4.4079  0.00
H43 0.3132 -4.4809 -4.9542  0.00
H44 -2.4075 -4.6138 -3.5599  0.00
H45 4.2317 2.3217 0.5673  0.00
H46 -2.9091 -1.0584 -7.2177  0.00
H47 -1.4893 -5.9524 -4.2622  0.00
H48 2.3198 0.8065 3.1718  0.00
H49 4.3991 -0.8194 2.2444  0.00
H50 2.6315 2.3461 2.4102  -0.01
H51 3.9863 1.4054 3.1084  0.00
H52 -2.4419 -0.3187 -1.1180  0.00
H53 0.6445 -3.2940 3.0351  0.00
H54 -4.8709 -1.1133 4.0808  0.00
H55 2.9154 -0.3997 -2.7928  0.00
H56 -3.9483 -2.5977 3.9215  0.00
H57 -4.5618 -3.2247 6.2661  0.00
H58 3.2248 3.9275 1.6477  0.00
H59 2.3633 -3.6063 4.4298  0.00

Atomic forces in eV per Å
Eu 0.12 0.95 -0.35
S 0.03 0.01 0.09
S -0.25 0.88 0.86
S -0.04 0.28 -0.14
F 0.14 -0.28 0.02
F 0.12 -0.80 -0.26
F 0.10 -0.15 -0.31
O 0.82 -1.15 -0.19
O 0.12 0.38 0.11
O 0.37 -0.66 -0.84
O 0.13 0.48 -0.36
N 0.63 -0.06 0.44
N 0.44 -0.06 -0.32
N 0.00 -0.33 -0.19
N -0.39 0.12 0.31
N -0.55 -0.40 0.57
N -0.22 0.19 -0.16
N 0.18 0.15 0.12
N -0.14 -0.12 -0.22
N -0.49 -0.09 -0.32
N -1.05 0.13 0.18
C 0.24 0.43 0.09
C 0.19 -0.19 0.33
C 0.07 0.42 -0.13
C -0.97 -0.90 -0.30
C -0.85 -0.04 1.11
C -0.03 -0.09 0.16
C 0.08 -0.17 0.21
C 0.60 0.55 0.26
C 0.72 0.61 -0.26
C -0.42 0.17 -0.44
C 0.13 -0.42 -0.28
C -0.14 0.01 -0.14
C -0.09 -0.08 -0.18
C -0.37 -0.07 -0.14
C -0.02 -0.03 0.05
C -0.11 1.24 0.16
C 0.02 -0.04 0.47
C 0.19 -0.07 -0.01
C 0.55 -0.20 -0.09
C 0.16 0.06 0.23
C -0.20 -0.01 -0.05
C -0.22 -0.07 -0.34
C -0.24 0.00 0.25
C -0.17 -0.27 -0.40
C 0.12 -0.17 -0.28
C -0.19 0.04 0.10
C -0.09 -0.07 0.25
C -0.02 0.01 -0.36
C 0.13 0.12 -0.18
C 0.11 -0.46 0.31
C -0.07 0.12 -0.31
C 0.23 -0.03 0.21
C -0.34 -0.15 0.08
C -0.04 -0.15 0.00
C -0.03 -0.01 -0.04
C 0.04 -0.14 -0.10
C 0.36 0.51 0.26
C 0.05 0.28 0.25
C -0.03 -0.38 0.28
H -0.12 0.04 0.08
H 0.04 -0.01 0.06
H -0.08 0.06 0.03
H 0.04 0.05 0.10
H -0.07 -0.07 -0.06
H 0.04 -0.03 0.11
H 0.11 0.09 0.07
H -0.07 0.04 0.11
H 0.17 0.12 -0.01
H 0.11 -0.05 0.02
H -0.05 0.02 -0.09
H -0.01 0.07 -0.09
H 0.01 0.02 -0.01
H 0.06 -0.10 -0.14
H 0.11 -0.04 -0.01
H 0.01 0.22 0.13
H 0.01 -0.03 -0.02
H 0.02 -0.07 -0.02
H 0.08 0.15 -0.08
H -0.04 0.08 0.00
H -0.10 -0.03 0.14
H -0.11 -0.09 -0.09
H -0.03 0.04 -0.08
H 0.00 0.02 0.02
H -0.16 -0.06 0.01
H -0.01 -0.05 -0.11
H 0.00 0.06 0.02
H 0.00 0.07 0.06
H -0.10 -0.14 0.04
H 0.21 -0.09 -0.07
H 0.19 -0.16 0.19
H 0.02 -0.03 -0.06
H -0.16 -0.10 -0.04
H 0.08 0.00 -0.01
H 0.08 -0.12 0.06
H 0.05 0.00 0.04
H -0.09 0.02 -0.07
H 0.00 -0.02 0.15
H -0.06 -0.05 -0.15
H 0.02 -0.04 0.01
H 0.13 0.11 0.00
H 0.00 -0.08 -0.13
H -0.05 0.08 -0.08
H -0.08 0.03 0.05
H 0.07 -0.05 0.02
H 0.00 0.11 -0.04
H -0.09 -0.18 -0.01
H 0.00 0.02 -0.04
H 0.10 0.09 0.10
H 0.04 -0.09 -0.01
H 0.11 0.02 -0.02
H 0.05 0.01 0.00
H -0.20 0.05 -0.06
H 0.04 0.03 -0.09
H 0.00 0.15 0.02
H 0.01 0.01 -0.06
H 0.04 0.00 0.09
H 0.09 -0.10 0.05
H 0.15 0.15 -0.10

Results
ΔE to the lowest compared entry with this formula, charge and spin (kcal per mole): 0.0
Spin multiplicity: 8
Electronic energy (eV): -124481.066
HOMO-LUMO gap (alpha / beta) (eV): 4.672 / 5.522

---

C36H43BBrIrN9OS3 as an isolated structure, computed with the ωB97M-V functional and the def2-TZVPD basis.

Last column: Mulliken spin population.
Positions of all 95 atoms, in Å:
Ir1 0.8526 0.6272 -0.1925  1.35
Br1 -0.5061 -7.4752 5.3890  0.01
S1 0.1917 2.8652 -0.5462  0.11
S2 -1.1212 -0.7622 -0.8023  0.23
S3 1.9526 0.1264 -2.1927  0.01
O1 1.9982 -0.5440 0.9538  0.18
N1 1.8710 3.7436 -2.5917  0.00
N2 0.7557 -1.8228 -3.7864  0.00
N3 0.0632 1.0154 1.7571  0.03
N4 0.3515 -1.7263 7.0152  0.73
N5 0.3837 -0.7458 6.2207  0.60
N6 0.2240 2.4606 -3.2339  0.02
N7 -0.3907 0.0282 -3.6403  -0.01
N8 -1.9638 1.4326 -2.1792  0.04
N9 -3.3429 0.9129 -0.5576  0.00
C1 -3.8052 2.0765 -1.1577  0.02
C2 1.0650 -4.0932 -2.9344  0.00
C3 0.8530 -0.6808 4.9522  -0.03
C4 0.9652 2.7792 -4.3483  0.00
C5 3.5804 3.4985 -0.8273  0.01
C6 -1.1238 -0.8546 -4.4002  0.00
C7 1.9143 -1.4602 4.4857  0.18
C8 0.6914 -4.0611 7.3905  0.13
C9 3.9051 5.1341 -2.6683  0.00
C10 2.1631 5.5908 -0.9645  0.00
C11 -2.9558 2.3904 -2.1464  0.01
C12 -4.6129 1.2393 1.5228  0.01
C13 -2.1958 0.5439 -1.1878  0.00
C14 0.1013 -3.0360 6.6457  0.02
C15 1.6835 -0.6020 2.2424  0.14
C16 -0.4214 -1.9949 -4.4955  0.00
C17 0.7432 -0.5823 -3.2487  -0.01
C18 -3.5620 -0.9645 1.1464  0.01
C19 -1.3575 1.9255 3.4388  0.04
C20 -4.2230 0.2201 0.4523  0.00
C21 -5.4605 -0.2752 -0.2961  0.00
C22 -0.3018 -5.6792 5.9314  0.12
C23 0.7979 3.0418 -2.1741  -0.02
C24 3.0618 -2.6182 -3.0611  0.00
C25 -0.7615 -3.3570 5.5873  0.13
C26 -0.7955 1.1246 4.3993  0.00
C27 0.6491 0.2292 2.7045  0.02
C28 2.3205 -1.4213 3.1479  -0.04
C29 0.2417 0.2483 4.0471  0.06
C30 0.5026 -5.3800 7.0228  -0.06
C31 2.0226 -3.4016 -5.1642  0.00
C32 1.9809 3.5719 -3.9603  0.01
C33 2.8741 4.4894 -1.7480  0.00
C34 -0.9584 -4.6785 5.2285  -0.06
C35 1.7370 -2.9722 -3.7237  0.00
C36 -0.8994 1.8426 2.1171  -0.03
B1 -0.9545 1.4464 -3.3693  0.06
H1 -1.6124 -4.9318 4.4055  0.00
H2 -5.2148 2.0582 1.1285  0.00
H3 -1.3286 2.4697 1.3475  0.00
H4 3.4410 5.8251 -3.3739  0.00
H5 -2.9650 3.2200 -2.8318  0.00
H6 -2.0845 -0.5899 -4.8059  0.00
H7 3.7121 -3.4883 -3.1555  0.00
H8 -1.2782 -2.5659 5.0590  0.00
H9 3.5481 -1.7743 -3.5495  0.00
H10 1.3315 -3.8041 8.2238  0.00
H11 0.9791 -6.1760 7.5779  0.00
H12 0.7012 2.4171 -5.3267  0.00
H13 0.1409 -4.4266 -3.4082  0.00
H14 -0.6664 -2.9111 -4.9984  0.00
H15 -3.2764 -1.7465 0.4489  0.00
H16 -1.1203 1.1632 5.4312  -0.01
H17 2.9469 -2.3917 -2.0055  0.00
H18 -2.1484 2.6202 3.6835  0.00
H19 4.0807 2.7233 -1.4108  0.00
H20 2.3798 -2.5552 -5.7526  0.00
H21 1.4621 5.1855 -0.2388  0.00
H22 2.8874 3.0208 -0.1380  -0.02
H23 1.7414 -4.9456 -2.8719  0.00
H24 -4.2968 -1.3771 1.8390  0.00
H25 -5.9923 0.5404 -0.7876  0.00
H26 2.4350 -2.0968 5.1885  0.02
H27 4.3299 4.0300 -0.2398  0.00
H28 4.4823 4.3892 -3.2177  0.00
H29 -6.1451 -0.7452 0.4103  0.00
H30 2.9061 6.1804 -0.4276  0.00
H31 1.1469 -3.8225 -5.6576  0.00
H32 2.7980 -4.1663 -5.1586  0.00
H33 -4.6946 2.5817 -0.8315  0.00
H34 -1.5814 1.7810 -4.3407  0.00
H35 -5.2036 0.7356 2.2873  0.00
H36 4.5985 5.7029 -2.0516  0.00
H37 -2.6794 -0.6662 1.7125  -0.01
H38 2.7598 4.0191 -4.5461  0.00
H39 3.1445 -2.0317 2.8009  0.00
H40 -3.7238 1.6544 1.9962  0.00
H41 1.6218 6.2524 -1.6432  0.00
H42 -5.1809 -1.0141 -1.0486  0.00
H43 0.8337 -3.7585 -1.9220  0.00

Atomic forces in eV per Å
Ir -0.76 0.85 1.22
Br -0.03 -0.03 0.02
S 0.74 -0.61 -0.59
S -0.33 0.04 0.14
S 0.01 -0.06 -0.03
O 0.56 -0.21 -0.53
N 0.16 0.02 -0.03
N 0.04 -0.14 -0.07
N -0.09 -0.03 -0.24
N 1.83 0.08 -0.07
N -1.88 -0.18 -0.15
N -0.15 0.08 -0.04
N 0.05 0.11 -0.25
N -0.19 0.14 -0.17
N -0.05 0.10 0.08
C -0.03 -0.04 0.13
C -0.06 0.02 0.02
C 0.82 0.11 0.12
C -0.17 -0.02 -0.03
C 0.00 -0.06 0.00
C 0.00 0.07 0.04
C -0.05 -0.03 -0.10
C 0.07 -0.06 0.00
C -0.05 -0.03 -0.09
C -0.10 -0.02 -0.05
C 0.14 -0.02 -0.08
C -0.01 0.09 -0.07
C 0.08 -0.12 -0.06
C -0.75 0.11 0.12
C 0.07 -0.20 -0.18
C 0.00 -0.06 0.05
C 0.06 0.00 0.18
C 0.11 0.04 -0.03
C 0.06 0.01 0.01
C 0.01 -0.09 0.05
C -0.01 0.02 -0.05
C -0.06 0.00 -0.01
C -0.12 0.27 -0.01
C -0.03 0.10 0.03
C 0.06 -0.05 -0.11
C 0.00 0.07 0.06
C -0.30 0.27 0.12
C 0.15 -0.16 0.07
C -0.10 -0.10 0.03
C 0.02 0.03 0.04
C -0.06 0.04 -0.04
C 0.10 0.00 0.08
C -0.08 0.02 0.04
C 0.09 0.11 -0.02
C 0.03 0.03 0.06
C -0.01 -0.09 0.08
B 0.16 -0.15 0.24
H 0.01 -0.01 0.01
H 0.00 -0.03 0.03
H -0.08 -0.06 -0.02
H 0.03 0.02 0.02
H -0.02 -0.05 -0.03
H 0.04 0.02 -0.02
H -0.02 -0.01 -0.03
H 0.03 0.00 -0.01
H 0.02 -0.02 0.01
H -0.05 0.01 0.02
H 0.02 0.01 -0.02
H -0.02 0.01 0.02
H 0.02 -0.01 0.01
H 0.05 0.02 -0.01
H -0.01 -0.02 0.01
H -0.03 -0.03 -0.02
H 0.02 0.01 0.01
H 0.01 0.02 -0.02
H 0.00 0.01 0.01
H 0.02 -0.02 0.01
H 0.01 0.00 0.01
H 0.00 0.01 0.01
H -0.01 0.00 -0.01
H 0.00 0.03 0.01
H 0.01 -0.01 0.00
H -0.04 -0.07 -0.03
H 0.00 0.00 -0.03
H 0.01 0.02 0.01
H 0.01 -0.01 -0.01
H 0.00 -0.01 -0.01
H 0.03 0.00 -0.01
H -0.02 -0.01 0.00
H -0.01 -0.06 -0.03
H 0.03 -0.05 0.02
H 0.00 0.01 -0.01
H 0.00 -0.01 0.01
H 0.01 -0.01 -0.02
H -0.01 0.01 0.03
H -0.03 -0.03 0.05
H -0.01 -0.01 0.02
H 0.03 0.02 0.01
H -0.01 0.01 0.00
H 0.01 -0.01 -0.01

Results
Net charge: +1
ΔE to the lowest compared entry with this formula, charge and spin (kcal per mole): 4.4
Spin multiplicity: 5
Electronic energy (eV): -159549.532
HOMO-LUMO gap (alpha / beta) (eV): 6.122 / 6.267

---

Q: Which formula does entry 2 have?
A: C36H43BBrIrN9OS3

---

Q: The highest ΔE to the lowest compared entry with this formula, charge and spin belongs to which entry?
A: C36H43BBrIrN9OS3

---

Q: Number 1 is which compound?
A: C39H59EuF3N10O4S3